No. 1
# C19H29N3O3S

C19H29N3O3S in the gas phase at a distorted geometry (the ωB97M-V functional and the def2-TZVPD basis, the Open Molecules 2025 dataset).

## Properties
ΔE to the lowest compared entry with this formula, charge and spin	15.3	kcal/mol
SMILES	CCCS(=O)(=O)N1CCC[C@H](C(=O)N2CCN(c3ccccc3)CC2)C1
Kohn-Sham gap	8.20	eV
largest force on an atom	1.02	eV/Å

```
55
C19H29N3O3S, DFT the ωB97M-V functional and the def2-TZVPD basis
S 1.657 -2.736 -0.790
O -3.538 -0.753 0.170
O 2.099 -4.058 -0.459
O 1.621 -1.760 0.271
N 0.168 -2.829 -1.564
N -0.801 3.066 1.620
N -1.762 0.503 0.697
C -0.567 5.438 1.191
C 0.690 4.413 2.957
C 2.687 -2.031 -2.112
C -0.151 1.819 1.959
C -1.935 2.951 0.732
C -1.239 -4.323 -0.193
C -2.188 -3.159 0.077
C -2.331 -0.662 0.311
C -1.405 -1.844 0.061
C -2.644 1.626 0.975
C 3.481 -4.150 -3.223
C -0.352 0.797 0.841
C -0.231 4.284 1.909
C 2.639 -2.887 -3.363
C 0.915 6.769 2.539
C -0.506 -4.112 -1.516
C -0.003 6.658 1.509
C -0.707 -1.708 -1.300
C 1.254 5.636 3.258
H -2.985 1.578 2.016
H -0.545 1.410 2.900
H 0.258 -4.877 -1.657
H 0.225 -0.101 1.061
H -1.210 -4.145 -2.354
H 1.356 7.724 2.780
H 3.175 -4.706 -2.342
H -1.457 -1.666 -2.097
H -1.263 5.386 0.369
H -1.790 -5.264 -0.226
H 0.922 1.987 2.080
H -2.678 -3.281 1.044
H -0.279 7.532 0.936
H -0.634 -1.888 0.834
H 3.364 -4.782 -4.099
H 2.277 -1.038 -2.273
H -2.969 -3.119 -0.685
H -0.494 -4.386 0.604
H 4.533 -3.896 -3.121
H 2.998 -2.301 -4.213
H 0.952 3.554 3.555
H 3.691 -1.949 -1.703
H -3.522 1.532 0.331
H -0.096 -0.806 -1.339
H 1.961 5.704 4.072
H -2.637 3.762 0.944
H 1.597 -3.153 -3.552
H 0.040 1.223 -0.093
H -1.639 3.021 -0.327
```


No. 2
# C2H6N4OS

A molecular structure, C2H6N4OS at a distorted geometry (the ωB97M-V functional and the def2-TZVPD basis, the Open Molecules 2025 dataset).

## Properties
ΔE to the lowest compared entry with this formula, charge and spin	263.4	kcal/mol
Kohn-Sham gap	7.86	eV
largest force on an atom	5.68	eV/Å

```
14
C2H6N4OS, DFT the ωB97M-V functional and the def2-TZVPD basis
S -3.481 -0.650 -0.194
O 2.571 -1.159 0.309
N 1.209 -1.205 -0.511
N -0.894 -0.905 -0.025
N -0.196 2.011 -0.361
N 0.734 1.015 -0.057
C -2.047 -0.375 0.430
C 0.265 -0.265 -0.166
H -2.208 0.185 1.478
H -1.507 1.105 -0.499
H 1.748 1.249 -0.420
H 0.618 -2.388 -0.672
H 3.384 -1.221 -0.292
H -0.197 2.602 0.982
```


No. 3
# C5H8FO2S

2 unconnected molecules or ions with the total composition C5H8FO2S (the ωB97M-V functional and the def2-TZVPD basis, the Open Molecules 2025 dataset).

## Properties
ΔE to the lowest compared entry with this formula, charge and spin	0.0	kcal/mol
net charge	-1
Kohn-Sham gap	7.01	eV
largest force on an atom	0.96	eV/Å

```
17
C5H8FO2S, DFT the ωB97M-V functional and the def2-TZVPD basis
S 1.339 -1.888 -0.291
F -4.768 -0.178 -0.159
O -0.154 -1.891 -0.411
O 1.796 -2.256 1.086
C 2.635 0.754 -0.781
C 1.702 -0.042 -0.253
C 2.144 2.001 -0.096
C 1.062 1.086 0.531
C -3.900 -1.235 -0.005
H -3.209 -1.249 -0.847
H 3.459 0.603 -1.459
H 0.036 1.317 0.249
H -3.347 -1.093 0.922
H 1.123 0.974 1.614
H 2.832 2.456 0.621
H -4.504 -2.142 0.034
H 1.754 2.781 -0.756
```


No. 4
# C6H10BCl2N4O3

A gas-phase ion, C6H10BCl2N4O3 (charge +1) at a distorted geometry (the ωB97M-V functional and the def2-TZVPD basis, the Open Molecules 2025 dataset).

## Properties
SMILES	CC[C@@H](Cl)n1nnc(CC(=O)Cl)[n+]1B(O)O
net charge	+1
Kohn-Sham gap	9.86	eV
largest force on an atom	2.42	eV/Å

```
26
C6H10BCl2N4O3, DFT the ωB97M-V functional and the def2-TZVPD basis
Cl -1.480 -2.143 1.203
Cl 4.475 0.505 2.309
O -0.292 0.285 -2.063
O 1.167 -1.444 -1.339
O 4.235 -0.706 0.025
N 0.009 0.878 2.246
N -0.419 0.255 1.201
N 1.196 1.318 2.008
N 0.521 0.282 0.253
C 1.522 0.949 0.773
C -1.734 -0.388 1.206
C 3.854 0.226 0.689
C 2.821 1.235 0.178
C -2.705 0.127 0.134
C -3.040 -0.838 -0.994
B 0.461 -0.340 -1.127
H -3.636 0.297 0.651
H -3.731 -0.346 -1.657
H 2.836 1.199 -0.899
H -3.561 -1.688 -0.584
H 0.932 -1.849 -2.177
H -2.128 -0.156 2.174
H 0.128 0.212 -2.923
H -2.390 1.088 -0.249
H -2.176 -1.172 -1.543
H 3.137 2.216 0.505
```